Entry 1:
Molecular formula: C33H33N3O2Zr
Method: DFT, ωB97M-V with the def2-TZVPD basis set

```
72
Properties=species:S:1:pos:R:3:mulliken_charge:R:1
Zr 0.421 -0.450 0.447 -0.805
C 4.030 1.275 2.086 -1.874
C 4.063 -0.215 1.665 0.751
C 5.213 -0.705 1.152 -0.555
C 5.386 -2.002 0.687 -1.212
C 4.259 -2.776 0.620 -1.033
C 2.991 -2.380 1.172 0.878
C 1.903 -3.409 1.141 -0.896
C 3.004 -1.135 1.741 1.063
N 1.740 -0.728 2.270 -0.157
C 1.516 -0.091 3.421 -0.009
O 2.389 0.195 4.269 -0.743
C 0.004 0.282 3.451 0.589
C -0.607 0.945 4.515 -0.738
C -1.971 1.163 4.420 -0.535
C -2.664 0.799 3.262 -0.797
C -1.945 0.262 2.220 0.199
N -0.660 0.017 2.379 0.252
C -2.522 -0.060 0.888 0.332
O -3.542 0.451 0.465 -0.592
N -1.724 -0.961 0.190 0.320
C -2.348 -1.722 -0.874 0.537
C -3.583 -2.346 -0.763 0.752
C -4.575 -2.206 0.408 -1.200
C -3.884 -3.243 -1.792 -1.158
C -3.204 -3.230 -3.017 -0.819
C -1.957 -2.524 -3.108 -1.089
C -1.515 -1.898 -1.964 1.458
C -0.189 -1.304 -2.054 -0.860
H 3.121 1.871 2.056 0.276
H 4.792 1.764 1.387 0.506
H 4.448 1.399 3.070 0.391
H 6.089 -0.046 1.144 0.385
H 6.358 -2.380 0.329 0.373
H 4.338 -3.754 0.176 0.357
H 0.913 -2.965 0.938 0.127
H 1.783 -3.834 2.118 0.346
H 2.135 -4.187 0.355 0.324
H -0.019 1.175 5.399 0.504
H -2.486 1.549 5.259 0.495
H -3.737 0.967 3.039 0.504
H -4.078 -2.275 1.372 0.244
H -5.345 -2.945 0.338 0.517
H -5.026 -1.235 0.243 0.294
H -4.787 -3.845 -1.746 0.342
H -3.616 -3.636 -3.889 0.464
H -1.430 -2.499 -4.031 0.462
H 0.209 -1.386 -3.082 0.538
H 0.498 -1.960 -1.477 0.322
H -0.100 -0.256 -1.744 -0.410
C 2.137 2.937 -1.691 -2.135
C 0.754 2.721 -1.041 3.044
C 0.532 3.982 -0.273 -1.593
C 0.822 1.420 -0.168 0.389
C -0.415 2.403 -1.968 -0.444
C -0.271 2.169 -3.325 0.165
C -1.359 1.837 -4.138 -0.769
C -2.623 1.678 -3.594 -0.560
C -2.759 1.779 -2.212 -0.947
C -1.691 2.275 -1.447 0.002
H 2.838 3.064 -0.864 0.488
H 2.097 3.842 -2.254 0.529
H 2.588 2.129 -2.285 0.343
H 1.127 4.168 0.626 0.340
H -0.509 3.994 0.122 0.302
H 0.622 4.832 -0.941 0.442
H 1.828 1.447 0.425 -1.128
H 0.713 2.274 -3.794 0.363
H -1.270 1.717 -5.232 0.338
H -3.462 1.492 -4.188 0.551
H -3.771 1.775 -1.832 0.414
H -2.018 2.535 -0.478 0.445
```

Frontier orbital gap = 7.18 eV
HOMO energy = -7.40 eV


Entry 2:
Molecular formula: C23H31FN4O3S2
Method: DFT, ωB97M-V with the def2-TZVPD basis set

```
64
Properties=species:S:1:pos:R:3:mulliken_charge:R:1
O -2.306 4.871 -1.267 -0.709
C -1.508 4.067 -0.826 -0.150
N -1.576 3.580 0.426 0.102
C -2.627 3.977 1.334 -0.940
C -2.990 2.863 2.310 -0.647
C -3.415 1.565 1.616 -1.006
N -2.287 0.694 1.315 0.664
C -1.814 -0.014 2.494 -0.784
C -0.574 -0.830 2.126 -0.991
N -0.863 -1.795 1.090 0.609
C -1.186 -3.101 1.382 0.921
C -1.518 -3.539 2.672 -0.647
C -1.778 -4.867 2.950 -0.948
C -1.728 -5.824 1.952 -0.420
C -1.389 -5.432 0.668 -0.675
C -1.115 -4.108 0.407 0.320
F -0.732 -3.800 -0.866 -0.353
C -1.384 -1.121 -0.076 -0.168
C -2.614 -0.278 0.285 -1.397
C -0.336 3.545 -1.659 0.305
C -0.406 2.022 -1.795 0.768
C 0.820 1.485 -2.533 -1.459
N 2.067 1.935 -1.949 0.147
S 2.495 1.155 -0.530 1.231
O 1.413 1.072 0.421 -0.676
O 3.720 1.737 -0.078 -0.807
C 2.795 -0.487 -1.116 -0.206
C 3.644 -0.877 -2.108 -0.193
C 3.629 -2.274 -2.297 -0.732
C 2.776 -2.903 -1.442 -0.520
S 1.975 -1.811 -0.390 0.182
C 2.160 3.381 -1.858 -1.248
C 1.005 3.964 -1.044 -0.436
H -0.941 2.865 0.747 0.041
H -2.312 4.864 1.900 0.332
H -3.490 4.263 0.725 0.480
H -3.808 3.219 2.937 0.322
H -2.134 2.670 2.958 0.324
H -4.154 1.036 2.244 0.472
H -3.906 1.819 0.673 0.487
H -1.553 0.705 3.271 0.469
H -2.603 -0.681 2.892 0.403
H -0.158 -1.329 3.000 0.833
H 0.180 -0.145 1.723 -0.210
H -1.586 -2.822 3.474 0.276
H -2.035 -5.153 3.959 0.390
H -1.940 -6.859 2.167 0.387
H -1.316 -6.146 -0.138 0.441
H -1.657 -1.830 -0.853 0.546
H -0.598 -0.464 -0.454 -0.258
H -2.954 0.256 -0.605 0.531
H -3.427 -0.953 0.616 0.361
H -0.427 4.004 -2.650 0.528
H -0.436 1.575 -0.802 -1.002
H -1.310 1.735 -2.335 0.750
H 0.814 1.816 -3.577 0.374
H 0.828 0.392 -2.519 0.541
H 4.241 -0.183 -2.669 0.516
H 4.224 -2.783 -3.033 0.424
H 2.566 -3.951 -1.372 0.480
H 2.159 3.779 -2.877 0.408
H 3.118 3.601 -1.387 0.502
H 1.086 3.587 -0.023 0.153
H 1.080 5.052 -1.020 0.560
```

Frontier orbital gap = 8.29 eV
HOMO energy = -7.79 eV


Entry 3:
Molecular formula: C57H75O3P3S2SbSiTi
Method: DFT, ωB97M-V with the def2-TZVPD basis set

```
143
Properties=species:S:1:pos:R:3:mulliken_charge:R:1
Ti 1.043 -0.380 0.451 -1.847
C 2.228 -5.258 -0.704 -1.329
C 2.113 -3.751 -0.920 1.162
C 3.058 -3.305 -2.043 -1.797
P 2.359 -2.641 0.564 1.324
C 1.949 -3.552 2.136 2.628
C 2.984 -4.482 2.761 -2.054
C 0.576 -4.237 2.068 -1.543
C 4.188 -2.408 0.547 -0.393
C 5.095 -3.463 0.703 -0.689
C 6.458 -3.227 0.725 -0.896
C 6.942 -1.931 0.588 -0.983
C 6.055 -0.891 0.368 0.016
C 4.675 -1.112 0.320 1.302
Si 3.418 0.238 -0.113 -1.231
C 3.975 1.866 0.710 0.557
C 4.948 2.708 0.169 -0.172
C 5.153 3.989 0.664 -0.999
C 4.342 4.464 1.683 -1.044
C 3.378 3.639 2.247 -0.949
C 3.213 2.332 1.795 0.394
P 1.975 1.144 2.441 1.065
C 1.032 2.141 3.691 0.626
C 1.812 2.583 4.936 -2.108
C -0.290 1.495 4.120 -1.152
C 3.059 -0.079 3.372 2.860
C 4.378 0.468 3.916 -1.781
C 2.278 -0.809 4.473 -1.888
C 3.638 0.654 -1.951 0.284
C 4.869 0.660 -2.614 -0.266
C 4.985 1.134 -3.910 -0.881
C 3.860 1.611 -4.573 -1.049
C 2.623 1.568 -3.953 -0.202
C 2.498 1.091 -2.644 0.202
P 0.881 0.902 -1.799 0.716
C 0.163 2.608 -1.621 1.770
C 0.395 3.580 -2.779 -1.806
C 0.698 3.254 -0.339 -1.365
C -0.213 0.042 -3.031 2.631
C 0.496 -1.239 -3.480 -1.523
C -0.789 0.790 -4.230 -1.615
H 2.117 -5.758 -1.670 0.481
H 1.452 -5.643 -0.049 0.332
H 3.203 -5.540 -0.302 0.095
H 1.087 -3.524 -1.219 0.309
H 4.061 -3.700 -1.878 0.434
H 3.139 -2.218 -2.117 0.180
H 2.695 -3.682 -3.001 0.506
H 1.832 -2.703 2.812 -1.356
H 3.133 -5.385 2.165 0.314
H 2.612 -4.795 3.740 0.514
H 3.945 -3.995 2.914 0.452
H 0.110 -4.212 3.054 0.435
H 0.676 -5.283 1.778 0.452
H -0.102 -3.749 1.372 0.263
H 4.741 -4.480 0.797 0.290
H 7.145 -4.056 0.848 0.438
H 8.007 -1.742 0.636 0.442
H 6.440 0.115 0.230 0.436
H 5.546 2.367 -0.669 0.443
H 5.919 4.624 0.237 0.409
H 4.452 5.480 2.040 0.400
H 2.750 4.047 3.026 0.434
H 0.769 3.025 3.099 0.900
H 1.849 1.782 5.671 0.352
H 1.290 3.425 5.400 0.442
H 2.830 2.898 4.725 0.389
H -0.123 0.681 4.825 0.249
H -0.843 1.096 3.277 0.005
H -0.916 2.243 4.612 0.513
H 3.308 -0.814 2.600 -1.581
H 4.211 1.159 4.742 0.380
H 4.962 0.975 3.150 0.252
H 4.978 -0.364 4.295 0.465
H 2.214 -0.201 5.373 0.385
H 2.801 -1.731 4.742 0.480
H 1.267 -1.068 4.158 0.132
H 5.751 0.289 -2.102 0.492
H 5.950 1.150 -4.401 0.425
H 3.948 2.010 -5.576 0.450
H 1.753 1.905 -4.497 0.335
H -0.908 2.412 -1.494 -0.544
H 1.461 3.770 -2.911 0.343
H -0.088 4.530 -2.537 0.528
H -0.016 3.237 -3.726 0.363
H 1.779 3.406 -0.403 0.209
H 0.481 2.640 0.534 -0.269
H 0.226 4.229 -0.191 0.747
H -1.051 -0.255 -2.396 -1.321
H 1.335 -1.014 -4.141 0.343
H -0.204 -1.888 -4.012 0.548
H 0.877 -1.791 -2.620 -0.028
H -0.032 1.043 -4.973 0.232
H -1.329 1.688 -3.937 0.157
H -1.515 0.133 -4.717 0.563
C -6.809 -1.241 -2.322 -1.424
C -6.073 -0.214 -3.149 1.350
C -6.587 0.059 -4.419 -0.646
C -6.065 1.048 -5.237 -0.703
C -5.013 1.822 -4.775 -0.887
C -4.476 1.543 -3.528 -1.012
C -4.959 0.519 -2.702 0.392
Sb -3.799 0.479 -0.851 0.489
C -4.576 -1.422 -0.182 1.172
C -4.168 -2.469 -1.003 -1.200
C -4.419 -3.794 -0.678 -0.745
C -5.080 -4.082 0.504 -0.890
C -5.500 -3.046 1.325 -0.710
C -5.273 -1.710 0.999 0.647
C -5.745 -0.641 1.948 -1.126
C -5.112 1.978 0.025 -0.139
C -6.392 2.189 -0.488 -0.237
C -7.189 3.232 -0.036 -0.960
C -6.698 4.100 0.928 -0.735
C -5.420 3.912 1.430 -0.635
C -4.617 2.859 0.998 0.590
C -3.254 2.674 1.615 -0.480
H -7.824 -1.358 -2.704 0.531
H -6.866 -0.948 -1.274 0.139
H -6.323 -2.217 -2.352 0.297
H -7.440 -0.516 -4.762 0.399
H -6.490 1.226 -6.217 0.370
H -4.617 2.633 -5.373 0.428
H -3.660 2.164 -3.167 0.370
H -3.635 -2.250 -1.925 0.464
H -4.097 -4.589 -1.339 0.485
H -5.263 -5.109 0.795 0.373
H -6.010 -3.274 2.255 0.369
H -6.466 -1.047 2.658 0.526
H -6.200 0.194 1.420 0.082
H -4.893 -0.250 2.511 0.099
H -6.776 1.544 -1.269 0.316
H -8.178 3.373 -0.453 0.449
H -7.305 4.926 1.279 0.365
H -5.031 4.602 2.171 0.370
H -2.960 3.556 2.185 0.526
H -2.489 2.475 0.864 -0.630
H -3.251 1.814 2.290 0.204
O -0.794 0.663 0.796 2.128
S -1.210 -0.695 1.313 1.004
O -2.493 -0.711 1.951 -0.585
O -0.058 -1.104 2.186 -0.530
S -0.919 -1.861 -0.293 -0.272
```

Frontier orbital gap (spin up / spin down) = 7.44 / 7.93 eV
HOMO energy (spin up / spin down) = -7.45 / -7.74 eV
Multiplicity = 2
ΔE to the lowest compared entry with this formula, charge and spin = 0.00 kJ/mol


Entry 4:
Molecular formula: C4H7NO
Method: DFT, ωB97M-V with the def2-TZVPD basis set

```
13
Properties=species:S:1:pos:R:3:mulliken_charge:R:1
C -1.645 -0.794 0.079 -1.091
C -0.719 0.265 -0.483 -0.297
O 0.009 0.830 0.611 -0.353
C 1.389 0.912 0.419 -0.262
C 1.998 -0.405 0.111 0.258
N 2.438 -1.436 -0.173 -0.382
H -2.343 -0.328 0.780 0.283
H -2.229 -1.277 -0.709 0.358
H -1.074 -1.560 0.616 0.282
H -1.290 1.060 -0.983 0.268
H -0.023 -0.160 -1.216 0.370
H 1.823 1.298 1.346 0.295
H 1.666 1.593 -0.399 0.270
```

Frontier orbital gap = 11.56 eV
HOMO energy = -10.69 eV
ΔE to the lowest compared entry with this formula, charge and spin = 153.76 kJ/mol


Entry 5:
Molecular formula: C39H38N7O8PSY
Method: DFT, ωB97M-V with the def2-TZVPD basis set

```
95
Properties=species:S:1:pos:R:3:mulliken_charge:R:1
Y -0.538 -0.051 0.090 0.765
C -1.833 2.682 -3.159 -0.681
O -0.625 2.575 -2.414 -0.415
C -0.318 3.659 -1.637 0.364
C -0.802 4.934 -1.896 -0.725
C -0.472 5.988 -1.061 -0.706
C 0.351 5.785 0.035 -1.004
C 0.855 4.519 0.276 -0.005
C 0.537 3.456 -0.556 0.686
N 1.061 2.147 -0.304 0.847
N 2.279 2.221 -0.008 -0.783
C 3.036 1.096 0.244 -0.423
C 2.674 -0.202 -0.149 0.482
O 1.540 -0.486 -0.691 -0.739
C 3.635 -1.254 0.040 -0.720
C 4.821 -1.029 0.645 -0.961
C 5.205 0.278 1.075 1.022
C 6.439 0.508 1.713 -1.020
C 6.810 1.770 2.097 -0.619
C 5.945 2.847 1.841 -0.593
C 4.732 2.647 1.232 -0.529
C 4.323 1.353 0.840 0.991
H -1.697 3.331 -4.030 0.353
H -2.637 3.037 -2.515 0.428
H -2.075 1.676 -3.496 -0.111
H -1.475 5.102 -2.723 0.321
H -0.884 6.969 -1.260 0.357
H 0.586 6.600 0.707 0.382
H 1.489 4.325 1.131 0.408
H 3.330 -2.246 -0.266 0.579
H 5.503 -1.853 0.824 0.325
H 7.092 -0.338 1.895 0.399
H 7.759 1.938 2.590 0.389
H 6.236 3.850 2.133 0.413
H 4.070 3.480 1.041 0.508
N -0.515 -0.460 -2.411 0.114
N -1.655 -0.914 -3.075 -0.526
C -2.749 -1.306 -2.360 0.573
N -3.926 -1.196 -3.020 -0.561
N -2.517 -1.780 -1.167 -0.199
N -3.620 -1.986 -0.358 0.988
O -4.673 -2.409 -0.842 -0.831
O -3.456 -1.761 0.811 -0.513
H -0.314 0.512 -2.649 0.240
H 0.295 -1.042 -2.588 0.291
H -1.798 -0.639 -4.032 0.301
H -4.049 -0.335 -3.529 0.224
H -4.721 -1.518 -2.483 0.288
C 1.078 -0.872 6.200 -1.462
C 1.693 0.304 5.493 1.178
C 2.506 1.169 6.220 -0.694
C 3.087 2.288 5.641 -0.936
C 2.852 2.570 4.307 -0.632
C 2.040 1.721 3.570 -0.575
C 1.467 0.581 4.134 -0.452
P 0.451 -0.417 2.977 2.371
C -1.084 -0.727 3.951 0.818
C -1.803 0.463 4.120 -1.235
C -3.016 0.496 4.781 -0.753
C -3.543 -0.683 5.285 -0.706
C -2.842 -1.864 5.127 -0.907
C -1.611 -1.919 4.470 2.063
C -0.961 -3.278 4.382 -1.878
C 1.409 -1.926 2.685 0.310
C 2.641 -2.219 3.259 -0.898
C 3.371 -3.321 2.838 -0.805
C 2.858 -4.120 1.820 -0.831
C 1.639 -3.825 1.235 -0.773
C 0.868 -2.726 1.650 2.292
C -0.408 -2.359 1.046 -2.331
H 1.602 -1.066 7.137 0.503
H 1.118 -1.775 5.593 0.141
H 0.026 -0.684 6.427 0.234
H 2.688 0.954 7.268 0.417
H 3.719 2.936 6.236 0.371
H 3.299 3.436 3.836 0.415
H 1.840 1.943 2.530 0.134
H -1.422 1.375 3.680 0.224
H -3.558 1.428 4.863 0.402
H -4.502 -0.685 5.789 0.357
H -3.253 -2.787 5.522 0.412
H -1.075 -3.801 5.334 0.576
H 0.093 -3.238 4.139 0.131
H -1.447 -3.881 3.612 0.443
H 3.051 -1.566 4.021 0.395
H 4.333 -3.542 3.284 0.422
H 3.420 -4.983 1.477 0.290
H 1.252 -4.458 0.444 0.386
H -1.234 -2.325 1.761 0.263
H -0.686 -3.030 0.230 0.770
O -2.722 3.181 -0.177 -0.676
S -2.851 1.829 0.340 1.101
O -4.119 1.551 0.969 -0.770
O -1.681 1.516 1.275 -0.863
O -2.560 0.831 -0.781 -0.616
```

Charge = -1
Frontier orbital gap = 6.68 eV
HOMO energy = -4.57 eV
ΔE to the lowest compared entry with this formula, charge and spin = 69.30 kJ/mol


Entry 6:
Molecular formula: C9H3Cl5IN3O2ReSSe3Te
Method: DFT, ωB97M-V with the def2-TZVPD basis set

```
29
Properties=species:S:1:pos:R:3:mulliken_charge:R:1
Re 0.155 -0.339 0.538 0.974
Se 2.461 -0.499 1.274 -0.368
Se 2.480 -2.720 2.159 -0.188
Te 0.295 -2.704 3.390 0.459
Se 0.273 -0.922 4.944 -0.444
Cl 0.564 0.441 -6.555 -0.184
C 0.471 -0.132 -4.938 0.561
C 0.554 0.761 -3.878 -0.446
Cl 0.760 2.444 -4.144 -0.190
C 0.465 0.271 -2.584 1.139
Cl 0.612 1.361 -1.217 -0.255
C 0.306 -1.082 -2.277 -0.311
O 0.237 -1.532 -1.050 -0.424
C 0.226 -1.967 -3.370 0.305
Cl 0.030 -3.636 -3.027 -0.170
C 0.307 -1.497 -4.672 -0.001
Cl 0.205 -2.604 -5.981 -0.171
O -2.069 -0.599 0.378 -0.637
S -2.101 -1.846 1.280 0.313
N -0.539 -1.913 1.694 -0.363
I -2.807 3.715 4.255 0.140
C -1.342 2.561 3.399 -0.572
C -0.016 2.477 3.772 -0.269
N 0.575 1.622 2.935 -0.038
N -0.300 1.113 2.055 0.274
C -1.477 1.676 2.329 -0.310
H 0.530 2.954 4.568 0.456
H 1.486 1.174 2.987 0.169
H -2.341 1.422 1.737 0.552
```

Frontier orbital gap (spin up / spin down) = 6.78 / 6.30 eV
HOMO energy (spin up / spin down) = -7.68 / -8.01 eV
Multiplicity = 4


Entry 7:
Molecular formula: HN4O3
Method: DFT, ωB97M-V with the def2-TZVPD basis set

```
8
Properties=species:S:1:pos:R:3:mulliken_charge:R:1
N -1.961 1.550 0.215 -0.593
N -0.907 0.221 -1.719 0.917
N -1.621 -0.118 -2.522 -0.493
N -1.667 0.849 1.036 1.017
O -1.680 -0.934 0.259 -0.913
O 0.051 0.680 -1.223 -0.480
O -1.307 0.785 2.191 -0.691
H -0.816 -1.270 0.527 0.235
```

Charge = -1
Frontier orbital gap = 8.27 eV
HOMO energy = -3.90 eV
ΔE to the lowest compared entry with this formula, charge and spin = 29.60 kJ/mol


no.,M (g mol⁻¹),total energy (eV)
1,594.87,-44601.8534
2,494.66,-60845.0887
3,1162.99,-153539.8116
4,85.11,-7798.0508
5,884.72,-89041.0658
6,1072.07,-304956.6414
7,105.03,-12114.5129